No. 1
Formula: C21H37Br6N5O4P
Source: OMol25
Level of theory: ωB97M-V/def2-TZVPD

Structure (XYZ):
```
74
Properties=species:S:1:pos:R:3:forces:R:3
C 0.370 -2.511 5.348 -0.17 -0.46 0.26
C 0.057 -3.808 4.556 -0.05 0.19 0.43
C 1.316 -4.663 4.429 -0.16 0.15 -0.41
C -0.702 -3.561 3.235 0.59 -0.10 0.30
C 0.152 -3.354 1.981 -0.94 0.36 -1.12
C -0.692 -3.751 0.743 0.49 -0.36 0.36
C 0.620 -1.901 1.822 0.71 -0.24 0.77
O -0.363 -1.041 1.208 -0.05 0.20 0.11
N -0.128 -0.849 -0.120 0.06 -0.21 -0.45
C 0.457 0.277 -0.516 -0.08 -0.04 0.46
N 0.877 1.228 0.330 0.16 0.20 0.00
C 1.380 2.185 -0.441 -0.39 -0.53 -0.23
C 1.993 3.465 0.007 -0.11 -0.86 0.70
P 2.575 3.428 1.749 0.60 1.38 0.12
O 3.142 4.747 2.040 -0.10 0.07 -0.22
O 3.633 2.247 1.860 -0.73 -0.41 -0.19
O 1.377 3.023 2.695 0.14 -0.45 -0.39
N 1.277 1.854 -1.731 0.68 0.95 -0.04
C 1.694 2.682 -2.843 -0.24 -0.89 0.26
C 2.894 2.385 -3.449 0.34 0.09 -0.32
C 3.250 3.180 -4.532 -0.41 -0.19 0.34
C 2.365 4.180 -4.881 0.28 0.54 -0.75
C 1.194 4.415 -4.174 1.22 -0.66 -0.18
N 0.857 3.646 -3.138 0.72 -0.23 -0.65
N 0.703 0.616 -1.799 -0.17 -0.08 0.30
H 1.440 -2.305 5.396 -0.04 0.26 -0.28
H -0.198 -1.658 4.978 0.21 0.12 -0.07
H 0.058 -2.650 6.386 0.06 0.06 0.01
H -0.629 -4.371 5.197 -0.09 -0.03 -0.15
H 1.097 -5.631 3.973 0.02 -0.07 0.15
H 2.047 -4.175 3.779 0.10 0.04 0.15
H 1.777 -4.803 5.406 0.00 -0.14 -0.01
H -1.313 -2.663 3.380 -0.16 -0.09 -0.14
H -1.409 -4.379 3.062 0.66 0.31 0.09
H 1.037 -3.987 1.921 0.01 -0.04 0.45
H -0.042 -3.839 -0.133 -0.20 0.18 -0.17
H -1.112 -4.740 0.925 -0.02 -0.01 -0.15
H -1.529 -3.071 0.583 0.00 0.01 -0.07
H 1.575 -1.824 1.296 -0.19 0.03 -0.31
H 0.802 -1.465 2.806 -0.14 0.10 -0.04
H -0.446 -1.561 -0.760 -0.04 -0.03 0.04
H 1.266 4.275 -0.065 0.12 0.10 -0.17
H 2.885 3.689 -0.578 -0.17 0.23 -0.17
H 4.387 2.471 1.299 0.21 -0.06 0.27
H 0.841 3.819 2.824 -0.03 -0.08 0.33
H 3.521 1.577 -3.099 -0.07 -0.04 0.03
H 4.160 3.005 -5.087 0.03 0.04 0.01
H 2.586 4.809 -5.734 -0.01 0.03 0.03
H 0.554 5.229 -4.467 -0.02 0.03 0.04
H 0.519 0.141 -2.675 0.02 0.04 -0.12
Br -1.290 5.074 -3.019 -1.84 0.89 1.13
C -2.546 6.266 -2.114 -0.18 -0.21 -0.32
C -3.318 7.130 -3.077 0.04 0.24 0.07
Br -2.216 8.571 -3.776 0.01 -0.06 -0.06
H -1.959 6.846 -1.410 -0.01 0.05 -0.03
H -3.224 5.612 -1.571 -0.02 0.01 -0.02
H -4.150 7.618 -2.574 0.01 -0.02 0.03
H -3.688 6.574 -3.932 0.00 -0.04 0.02
Br -3.628 -5.128 2.767 -0.65 -0.30 -0.07
C -4.726 -3.811 3.682 -0.01 -0.17 -0.05
C -5.343 -2.842 2.710 0.03 0.20 0.06
Br -4.040 -1.546 2.066 0.01 -0.05 -0.06
H -4.089 -3.324 4.414 -0.01 0.05 -0.02
H -5.497 -4.381 4.195 -0.03 0.02 -0.02
H -6.119 -2.257 3.198 0.01 -0.01 0.03
H -5.756 -3.334 1.835 0.00 -0.04 0.01
Br -0.566 -2.834 -3.158 -0.14 0.01 0.00
C 0.351 -3.144 -4.847 0.07 -0.08 0.12
C 1.643 -2.377 -4.907 0.02 0.04 -0.18
Br 1.321 -0.480 -5.218 0.03 0.08 0.13
H -0.345 -2.871 -5.633 0.02 0.04 -0.01
H 0.540 -4.214 -4.886 0.02 0.00 0.05
H 2.250 -2.712 -5.744 -0.04 0.01 -0.03
H 2.219 -2.451 -3.991 -0.01 -0.05 0.01
```
Forces are in eV/Å.

The calculation puts the maximum force at 2.3 eV/A. The HOMO energy comes out at -11.64 eV. The total charge is +1. The value obtained for the lowest unoccupied orbital energy is -2.4 eV. The HOMO-LUMO gap is 9.2 eV. As for the multiplicity: 1.

Löwdin atomic charge list, values in e, 5 entries:
1 C -0.072
2 C -0.399
3 C -0.082
4 C -0.197
5 C -0.319

=====

No. 2
Formula: C10H14FN2O4S
Source: OMol25
Level of theory: ωB97M-V/def2-TZVPD

Structure (XYZ):
```
32
Properties=species:S:1:pos:R:3:forces:R:3
C 4.543 0.135 -0.943 -0.30 -0.04 0.28
C 3.695 0.016 0.332 -0.30 0.18 -0.42
C 2.664 -1.134 0.272 0.35 0.41 0.15
C 1.319 -0.589 -0.159 0.02 -0.33 -0.26
N 0.279 -1.677 -0.175 -0.06 0.19 0.95
C -0.995 -1.283 0.067 0.35 -0.16 -0.32
C -1.582 -0.245 -0.659 -0.18 0.43 -0.03
C -2.864 0.134 -0.372 0.16 0.08 0.05
C -3.482 1.263 -1.134 -0.68 0.20 -0.64
O -4.531 1.235 -1.680 0.76 0.04 0.44
O -2.640 2.407 -1.257 -0.35 -0.44 -0.05
S -2.053 2.976 0.105 0.13 0.10 0.08
O -0.698 2.595 0.234 -0.04 0.16 -0.05
O -3.001 2.739 1.128 0.05 0.08 -0.01
F -2.112 4.447 -0.320 0.08 -0.14 0.15
C -3.609 -0.516 0.625 -0.32 0.33 -0.30
C -3.016 -1.519 1.299 -0.13 -0.34 0.33
N -1.738 -1.876 1.020 0.17 -0.11 -0.22
H 4.718 -0.849 -1.372 0.23 -0.03 -0.07
H 5.495 0.614 -0.737 0.11 0.02 -0.03
H 4.024 0.742 -1.682 0.01 -0.03 -0.16
H 4.306 -0.064 1.225 0.14 -0.19 0.00
H 3.136 0.949 0.435 0.07 0.10 0.25
H 2.592 -1.573 1.268 -0.16 -0.21 0.00
H 3.012 -1.887 -0.433 -0.06 -0.23 0.06
H 1.409 -0.163 -1.155 -0.11 0.07 -0.09
H 1.011 0.185 0.543 -0.11 0.12 -0.04
H 0.557 -2.431 0.445 0.20 -0.10 -0.19
H -1.004 0.259 -1.416 0.07 0.00 -0.05
H -4.617 -0.211 0.851 -0.08 0.00 0.04
H -3.510 -2.058 2.091 0.04 -0.14 0.06
H -1.309 -2.621 1.553 -0.08 -0.04 0.12
```
Forces are in eV/Å.

The calculation puts the maximum force at 1.0 eV/A. The HOMO energy comes out at -13.73 eV. The total charge is +1. Its SMILES is CCCCNc1cc(C(=O)OS(=O)(=O)F)cc[nH+]1. The value obtained for the lowest unoccupied orbital energy is -4.9 eV. The HOMO-LUMO gap is 8.8 eV. As for the multiplicity: 1.

natural (NBO) atomic charge list, values in e, 5 entries:
1 C -0.609
2 C -0.393
3 C -0.416
4 C -0.214
5 N -0.548

=====

No. 3
Formula: C29H21F2GeNTl
Source: OMol25
Level of theory: ωB97M-V/def2-TZVPD

Structure (XYZ):
```
55
Properties=species:S:1:pos:R:3:forces:R:3
Tl 0.140 -0.038 -1.248 -0.22 -0.45 1.03
F -2.645 -4.850 0.076 -0.08 0.29 0.02
C -2.696 -3.498 0.043 -0.04 0.19 -0.03
C -1.525 -2.770 -0.020 0.21 0.10 -0.05
C -1.543 -1.379 -0.103 -0.20 0.08 -0.47
C -2.795 -0.714 -0.022 0.26 -0.43 0.01
C -3.956 -1.492 0.046 0.28 -0.15 -0.06
F -5.197 -0.940 0.102 0.17 -0.01 -0.02
C -3.928 -2.873 0.033 -0.02 -0.16 0.12
C -2.785 0.759 -0.001 -0.13 0.57 -0.01
C -3.937 1.556 0.034 -0.07 0.14 -0.03
C -3.828 2.934 0.011 0.30 0.04 0.02
C -2.570 3.519 0.040 -0.05 -0.07 0.01
C -1.479 2.672 0.047 0.02 0.22 -0.06
N -1.572 1.350 -0.013 -0.33 -0.10 0.05
H -0.586 -3.304 -0.012 0.10 -0.16 -0.15
H -4.845 -3.440 0.027 -0.10 -0.04 0.09
H -4.919 1.122 0.070 0.01 -0.14 -0.08
H -4.712 3.553 -0.031 -0.08 -0.02 0.08
H -2.434 4.590 0.046 0.00 0.05 0.03
H -0.471 3.067 0.096 0.07 0.07 -0.11
C 4.612 4.133 -0.385 0.04 0.02 0.04
C 5.067 3.055 -1.128 0.11 0.10 -0.07
C 4.559 1.787 -0.899 0.01 -0.31 0.00
C 3.603 1.575 0.086 -0.68 -0.53 0.08
C 3.158 2.666 0.828 -0.10 -0.17 0.11
C 3.662 3.933 0.604 0.01 0.20 0.06
Ge 2.679 -0.180 0.370 1.35 -0.11 -0.25
C 3.443 -1.504 -0.942 -0.52 0.46 0.45
C 4.114 -2.655 -0.547 0.01 0.10 0.24
C 4.551 -3.574 -1.488 0.09 -0.13 -0.01
C 4.301 -3.369 -2.835 0.07 -0.01 -0.04
C 3.637 -2.223 -3.242 0.05 -0.01 -0.11
C 3.215 -1.302 -2.299 -0.01 0.27 -0.09
C 3.085 -0.824 2.225 -0.60 0.26 -0.72
C 3.858 -0.097 3.121 0.09 0.18 -0.20
C 4.057 -0.557 4.412 0.09 0.02 0.12
C 3.469 -1.739 4.830 0.05 -0.04 -0.01
C 2.705 -2.477 3.940 -0.02 -0.14 0.10
C 2.507 -2.015 2.652 -0.08 -0.07 -0.17
H 4.999 5.125 -0.573 0.03 0.03 0.00
H 5.824 3.208 -1.884 0.01 -0.02 -0.07
H 4.911 0.948 -1.487 0.05 -0.01 -0.07
H 2.401 2.506 1.588 -0.03 0.11 0.08
H 3.315 4.767 1.198 -0.04 0.05 0.02
H 4.303 -2.828 0.504 0.04 -0.06 0.05
H 5.097 -4.452 -1.171 -0.02 -0.07 0.05
H 4.631 -4.094 -3.566 0.02 -0.04 -0.02
H 3.453 -2.045 -4.293 -0.02 0.00 -0.04
H 2.707 -0.400 -2.630 0.01 -0.09 -0.03
H 4.319 0.829 2.801 0.03 0.07 0.02
H 4.680 0.005 5.095 -0.01 0.06 0.03
H 3.612 -2.088 5.844 0.03 -0.03 0.02
H 2.265 -3.414 4.252 -0.07 -0.03 0.03
H 1.893 -2.584 1.964 -0.06 -0.08 0.02
```
Forces are in eV/Å.

Its expectation value of S² is 0.77. The calculation puts the maximum force at 1.4 eV/A. The HOMO energy (spin up / spin down) comes out at -7.21 / -7.67 eV. The value obtained for the lowest unoccupied orbital energy (spin up / spin down) is 0.3 / -1.8 eV. The HOMO-LUMO gap (spin up / spin down) is 7.5 / 5.8 eV. As for the multiplicity: 2.

natural (NBO) atomic charge list, values in e, 5 entries:
1 Tl 0.697
2 F -0.326
3 C 0.431
4 C -0.355
5 C -0.321

=====

No. 4
Formula: C13H20BN2O
Source: OMol25
Level of theory: ωB97M-V/def2-TZVPD

Structure (XYZ):
```
37
Properties=species:S:1:pos:R:3:forces:R:3
C 3.316 -0.076 -2.130 -0.04 0.02 0.11
O 1.890 0.067 -2.176 0.41 -0.43 -0.18
C 1.157 -1.129 -2.437 0.05 0.42 -1.03
C -0.339 -0.790 -2.423 0.00 0.05 0.25
C -1.255 -1.792 -2.101 0.01 0.09 -0.28
C -2.601 -1.698 -2.468 0.35 0.43 0.18
C -3.075 -0.528 -3.077 0.40 -0.29 0.05
C -2.208 0.566 -3.219 0.22 -0.22 0.54
C -0.857 0.452 -2.840 -0.09 -0.13 -0.32
H 3.778 0.888 -2.379 -0.33 -0.20 -0.02
H 3.633 -0.330 -1.111 -0.04 -0.12 -0.06
H 3.732 -0.836 -2.814 -0.46 0.20 0.08
H 1.392 -1.542 -3.479 -0.20 0.71 1.05
H -0.879 -2.653 -1.562 -0.10 -0.32 -0.30
H -3.243 -2.549 -2.270 -0.11 0.19 -0.07
H -4.103 -0.500 -3.433 0.21 0.18 0.12
H -2.582 1.518 -3.607 0.15 -0.36 0.13
H -0.200 1.325 -2.882 -0.12 -0.39 -0.34
H 1.453 -1.954 -1.774 -0.32 0.23 0.32
B 1.028 -0.407 1.447 1.72 -1.05 -2.78
H 0.496 -1.477 1.401 0.33 0.12 0.02
H 1.959 -0.010 0.805 -0.04 -0.79 -0.05
C 0.446 0.625 2.317 -3.53 1.18 3.83
N 0.571 0.518 3.676 0.18 0.60 -1.43
C 1.597 -0.262 4.312 0.68 -0.40 0.25
C -0.414 1.204 4.304 -0.94 0.49 -0.22
C -1.240 1.697 3.327 0.20 -0.20 0.76
N -0.723 1.298 2.130 1.48 -0.26 0.17
C -1.314 1.508 0.835 -0.38 0.14 -1.11
H 1.544 -0.071 5.392 0.27 -0.24 -0.41
H 1.460 -1.327 4.088 -0.19 0.14 0.28
H 2.568 0.018 3.893 -0.03 0.12 0.37
H -0.469 1.291 5.379 0.04 0.01 -0.17
H -2.148 2.277 3.405 0.18 -0.03 -0.07
H -2.071 2.297 0.922 0.25 -0.31 -0.19
H -0.539 1.798 0.117 -0.18 0.17 0.19
H -1.758 0.584 0.433 -0.05 0.26 0.34
```
Forces are in eV/Å.

The energy above the lowest of the compared OMol25 structures with the same formula, charge and spin comes out at 0.0 kJ/mol. The calculation puts the maximum force at 5.3 eV/A. The HOMO energy comes out at -11.48 eV. The total charge is +1. The value obtained for the lowest unoccupied orbital energy is -4.4 eV. The HOMO-LUMO gap is 7.1 eV. As for the multiplicity: 1.

natural (NBO) atomic charge list, values in e, 5 entries:
1 C -0.254
2 O -0.558
3 C -0.081
4 C -0.041
5 C -0.233

=====

No. 5
Formula: C3H9NO3S
Source: OMol25
Level of theory: ωB97M-V/def2-TZVPD

Structure (XYZ):
```
17
Properties=species:S:1:pos:R:3:forces:R:3
C 0.735 0.999 -0.776 0.47 0.58 -0.17
C -0.629 2.977 -0.831 -2.43 2.36 -1.42
C -0.983 -2.298 0.684 1.22 -2.65 0.31
N 0.130 1.947 -0.215 0.29 -0.43 -0.13
O -1.718 1.127 1.600 0.65 0.37 0.34
O 0.573 0.556 2.246 0.00 0.21 -0.13
O 0.363 -1.923 0.529 -0.29 -0.83 -3.32
S -0.389 1.600 1.955 -0.77 -0.67 -0.03
H 1.304 0.268 -0.264 0.10 -0.52 1.50
H 0.564 -1.491 1.297 1.25 2.09 2.97
H 0.906 0.824 -1.808 -0.67 0.48 -1.47
H -1.324 2.833 -1.762 1.90 -0.52 1.31
H -1.361 3.374 -0.134 -0.52 -0.80 0.72
H -0.176 3.994 -0.924 1.00 -1.16 -0.50
H -1.118 -2.426 1.732 -0.61 -0.37 1.01
H -1.005 -3.315 0.229 -0.82 0.85 0.06
H -1.725 -1.619 0.381 -0.77 1.00 -1.05
```
Forces are in eV/Å.

The energy above the lowest of the compared OMol25 structures with the same formula, charge and spin comes out at 324.1 kJ/mol. The calculation puts the maximum force at 3.8 eV/A. The HOMO energy comes out at -9.94 eV. The value obtained for the lowest unoccupied orbital energy is 0.3 eV. The HOMO-LUMO gap is 10.3 eV. As for the multiplicity: 1.

natural (NBO) atomic charge list, values in e, 5 entries:
1 C 0.047
2 C -0.484
3 C -0.250
4 N -0.447
5 O -0.913

=====

No. 6
Formula: CHNO2PS
Source: OMol25
Level of theory: ωB97M-V/def2-TZVPD

Structure (XYZ):
```
7
Properties=species:S:1:pos:R:3:forces:R:3
N 2.603 1.492 -1.641 1.57 0.93 -0.02
C 1.600 0.979 -1.462 -3.63 -1.75 -0.64
P -0.105 -0.409 -1.624 3.01 -0.51 3.52
O -0.896 -0.370 -2.809 -1.32 1.05 -2.43
O -0.943 0.036 -0.291 -2.42 1.67 -4.04
S 0.933 -1.964 -1.050 0.07 -0.25 -0.21
H -0.333 -0.194 0.323 2.73 -1.13 3.81
```
Forces are in eV/Å.

The energy above the lowest of the compared OMol25 structures with the same formula, charge and spin comes out at 78.8 kJ/mol. The calculation puts the maximum force at 5.0 eV/A. The HOMO energy comes out at -4.85 eV. The total charge is -1. Its SMILES is N#C[P@]([O-])(O)=S. The value obtained for the lowest unoccupied orbital energy is 3.7 eV. The HOMO-LUMO gap is 8.5 eV. As for the multiplicity: 1.

natural (NBO) atomic charge list, values in e, 5 entries:
1 N -0.502
2 C -0.080
3 P 1.916
4 O -1.086
5 O -0.975